(1)
Computed, not measured: a molecular structure, C12H48FN3O23V2 at a distorted geometry, with ωB97M-V with the def2-TZVPD basis set.

Computed properties:
HOMO energy (spin up / spin down)   -8.3 / -8.3 eV
Largest force on an atom   6.229 eV Å⁻¹
Kohn-Sham gap (spin up / spin down)   6.70 / 7.28 eV
Energy   -4368.18475 Eh
Spin multiplicity   3

```
89
C12H48FN3O23V2, DFT ωB97M-V with the def2-TZVPD basis set
C -3.14 1.15 1.80
O -2.46 -2.00 -0.47
O -3.87 1.69 -3.29
H -0.86 5.51 0.85
H -2.21 -3.44 1.07
H 3.10 3.03 0.13
H 0.65 4.62 3.82
O 2.98 -1.05 -4.53
V 1.24 0.69 1.31
O -1.89 -4.25 -2.28
H -1.78 -2.12 4.13
H -2.46 2.00 1.85
O -2.60 0.67 -1.99
C -1.33 -5.28 -1.56
H -1.83 0.11 4.36
V -1.15 -0.99 -1.99
O 1.51 -3.15 3.24
H 1.92 -3.27 -0.84
O -1.34 3.80 -0.17
H 2.89 2.46 4.43
C 3.00 -3.24 -1.01
O 2.97 -1.81 3.89
H -0.29 -2.00 5.19
H 1.76 1.14 4.43
O -1.30 -0.29 5.06
O -0.04 -2.16 -2.13
H -4.07 1.71 1.77
H -3.55 -0.43 3.00
O 3.52 -4.44 -0.63
C -0.91 3.52 4.10
O 3.49 -0.13 -1.99
H -2.17 3.45 -0.51
F -0.08 -0.10 -0.25
N 2.04 -2.05 3.17
O 0.20 3.92 3.35
C -3.57 -1.69 -4.19
C -1.83 -2.46 0.78
N 3.81 0.28 -0.89
H -1.34 2.67 3.58
H -0.24 -5.22 -1.57
H -0.57 3.17 5.07
C 2.10 3.32 -0.18
H -1.57 4.39 4.16
H -1.97 -2.02 5.85
H -1.64 5.72 -0.73
H 0.22 3.15 0.29
C 2.74 1.44 4.05
O 1.00 2.62 0.45
H 1.29 1.85 -3.60
O -3.38 2.49 -1.38
H 3.80 -4.41 0.29
H -1.68 -5.15 -0.53
H -3.39 -2.20 -0.33
H 0.63 1.60 -1.99
H -1.81 -2.30 -4.62
H -0.42 2.29 -3.09
O -0.06 0.29 -3.47
H -2.02 -1.69 1.52
H 3.29 -0.69 -3.70
H 2.10 3.18 -1.26
H 3.39 -2.51 -0.30
H 4.02 -2.04 -6.15
O 1.69 -1.28 2.30
H -1.57 -6.28 -1.91
C 4.15 -1.25 -5.41
H -2.59 5.29 0.73
C -1.65 5.14 0.20
C 0.39 1.55 -3.05
C -1.33 -1.70 5.03
H -4.19 -1.83 -3.31
H -2.74 -4.55 -2.62
H -0.75 -2.53 0.67
O 2.87 1.52 2.67
H 3.21 -2.84 -2.00
O -2.95 0.32 2.93
O 4.96 0.65 -0.66
H 4.26 -0.39 -6.08
H 3.65 2.07 2.55
O 0.08 0.99 2.37
H -3.80 -2.30 -5.06
N -3.28 1.66 -2.23
H 3.51 0.79 4.47
H -3.67 -0.67 -4.57
H -2.88 0.59 0.90
H 1.95 4.39 -0.10
H 5.10 -1.49 -4.93
O -2.20 -1.80 -3.89
O 2.95 0.38 0.00
H 0.00 0.23 -4.42
```

Here are the Mulliken charges for atoms 1 to 5, given in e: number 1, C, carries -0.014; number 2, O, carries -0.101; number 3, O, carries -0.644; number 4, H, carries 0.304; number 5, H, carries 0.398

***

(2)
Computed, not measured: 12 unconnected molecules or ions with the total composition C12H48N24O12 at a distorted geometry, with ωB97M-V with the def2-TZVPD basis set.

Computed properties:
HOMO energy   -9.4 eV
Structure (SMILES)   NC(N)=O.NC(N)=O.NC(N)=O.NC(N)=O.NC(N)=O.NC(N)=O.NC(N)=O.NC(N)=O.NC(N)=O.NC(N)=O.NC(N)=O.NC(N)=O
Largest force on an atom   4.073 eV Å⁻¹
Relative energy (zero: lowest compared OMol25 entry of this formula, charge and spin)   471.51 kJ/mol
Kohn-Sham gap   9.63 eV
Energy   -2703.48140 Eh

```
96
C12H48N24O12, DFT ωB97M-V with the def2-TZVPD basis set
N -2.52 -4.26 -2.72
N -0.76 -0.51 5.89
H 1.70 -5.97 -3.17
H -0.80 1.09 0.73
O 6.60 -1.34 1.35
N -5.51 -1.82 -3.99
H 0.77 -4.09 0.56
C 1.11 1.00 -4.31
H -2.07 3.53 -3.73
H 0.30 0.66 2.98
H 2.51 -1.66 2.42
H 4.59 2.77 2.83
O -3.39 -1.10 -4.59
N 1.95 3.18 -0.57
H -2.35 -4.52 -3.66
H -0.92 3.45 -0.28
H -3.55 3.92 3.89
O -1.25 3.22 1.79
H -1.15 -0.11 -1.12
H 0.64 -0.75 3.73
N -4.18 -6.02 -2.44
O -2.32 1.35 -1.39
H 0.76 1.28 1.35
H -6.15 -2.09 -3.27
N 1.17 1.73 -3.04
N -0.37 -0.73 -1.00
H -5.44 -2.62 -4.60
H -5.16 -0.33 -2.13
O -4.23 -4.14 -1.07
H 1.78 4.11 4.42
N -0.04 -0.01 3.65
O 0.33 -3.25 -2.30
H 0.35 4.47 1.14
C 2.27 4.44 0.08
H -3.54 -6.70 -2.79
C 0.55 -4.45 -2.24
H -1.18 -0.26 6.74
H 3.91 0.10 2.23
H 0.05 -6.27 -1.39
N 1.17 5.02 0.93
H -3.58 0.38 -2.42
N 0.20 1.01 0.55
H -1.98 -3.44 -2.51
H 5.14 -1.17 -0.83
N -3.14 4.62 1.39
N 1.05 -0.44 -4.15
N -2.63 3.71 3.52
H 1.78 -4.65 -4.08
H -0.34 -1.41 5.78
N 1.34 -3.39 0.97
H 0.51 3.15 3.81
H -0.42 -5.06 -0.42
O -1.02 1.63 5.00
N 4.69 -0.50 2.41
C 0.64 -0.19 -0.15
N 2.24 -2.47 2.94
O 3.29 5.10 -0.06
H 1.09 5.93 1.33
O 2.40 1.48 2.64
N -4.36 -0.17 -2.69
H 0.78 -1.03 -4.92
H -0.09 -1.35 -1.73
C -1.91 2.40 -1.87
N -2.19 2.64 -3.25
H 3.82 -0.67 0.01
O 1.76 -0.68 -0.02
H 0.56 1.33 -2.35
H -2.62 1.97 -3.86
H 2.62 2.58 -1.05
H 4.07 3.93 3.95
H -5.03 -6.35 -2.06
N 1.24 -5.10 -3.36
H -2.08 3.28 4.24
C -2.27 3.82 2.20
H -0.53 4.06 -1.76
H 5.11 -0.28 3.30
C 1.79 -3.63 2.25
N 4.82 -0.58 -0.08
C -3.70 -4.73 -1.99
H 1.03 -0.91 -3.28
O 1.07 1.53 -5.44
N 1.50 3.28 3.92
C -4.33 -1.04 -3.83
H 2.65 -2.72 3.81
N -1.27 3.59 -1.24
O 1.77 -4.74 2.80
C -0.63 0.46 4.84
C 5.49 -0.87 1.20
N 0.22 -5.31 -1.15
H -2.88 4.86 0.44
C 2.54 2.53 3.32
H -3.40 5.41 1.96
H 0.98 2.73 -3.08
H 1.26 -2.44 0.66
H 1.46 2.52 0.03
N 3.90 3.09 3.45
```

Here are the Mulliken charges for atoms 1 to 5, given in e: number 1, N, carries -0.231; number 2, N, carries -0.384; number 3, H, carries 0.205; number 4, H, carries 0.420; number 5, O, carries -0.590